Molecular formula: C44H37NOOsP2S
Method: DFT, ωB97M-V with the def2-TZVPD basis set

Atoms and positions in Å:
Os (-0.043, 0.385, -0.524)
O (-0.781, 0.439, 2.496)
S (-0.028, -0.382, 1.556)
C (-0.761, -2.017, 1.616)
C (-0.470, -2.967, 2.577)
C (-1.259, -4.110, 2.633)
C (-2.341, -4.266, 1.777)
C (-2.645, -3.290, 0.837)
C (-1.831, -2.168, 0.736)
P (-2.075, -0.825, -0.456)
C (-1.730, -1.412, -2.122)
C (-1.754, -2.748, -2.526)
C (-1.461, -3.066, -3.839)
C (-1.108, -2.069, -4.747)
C (-1.077, -0.740, -4.357)
C (-1.407, -0.404, -3.048)
C (-3.730, -0.179, -0.310)
C (-4.248, 0.009, 0.973)
C (-5.532, 0.506, 1.117)
C (-6.284, 0.822, -0.008)
C (-5.759, 0.646, -1.281)
C (-4.476, 0.150, -1.441)
C (1.635, -0.560, 2.140)
C (1.895, -0.509, 3.499)
C (3.221, -0.504, 3.912)
C (4.246, -0.509, 2.975)
C (3.968, -0.533, 1.613)
C (2.648, -0.566, 1.185)
P (2.121, -0.575, -0.551)
C (1.974, -2.317, -1.006)
C (2.216, -3.340, -0.090)
C (2.138, -4.663, -0.498)
C (1.834, -4.967, -1.818)
C (1.596, -3.948, -2.732)
C (1.656, -2.624, -2.329)
C (3.429, 0.100, -1.575)
C (3.316, 1.401, -2.062)
C (4.336, 1.937, -2.834)
C (5.459, 1.175, -3.120)
C (5.568, -0.127, -2.646)
C (4.554, -0.671, -1.876)
H (0.348, -2.830, 3.271)
H (-1.041, -4.874, 3.367)
H (-2.962, -5.149, 1.853)
H (-3.512, -3.399, 0.198)
H (-1.995, -3.532, -1.820)
H (-1.504, -4.097, -4.163)
H (-0.873, -2.336, -5.769)
H (-0.827, 0.038, -5.066)
H (-1.511, 0.644, -2.787)
H (-3.656, -0.227, 1.849)
H (-5.945, 0.650, 2.106)
H (-7.289, 1.206, 0.109)
H (-6.352, 0.891, -2.152)
H (-4.073, 0.006, -2.435)
H (1.083, -0.437, 4.212)
H (3.454, -0.468, 4.967)
H (5.275, -0.473, 3.307)
H (4.774, -0.504, 0.890)
H (2.483, -3.112, 0.934)
H (2.338, -5.457, 0.209)
H (1.797, -5.999, -2.139)
H (1.376, -4.187, -3.764)
H (1.487, -1.832, -3.052)
H (2.431, 1.988, -1.845)
H (4.250, 2.946, -3.216)
H (6.254, 1.594, -3.723)
H (6.441, -0.720, -2.884)
H (4.631, -1.694, -1.525)
C (-2.145, 3.858, -1.396)
C (-0.961, 4.339, -0.610)
C (-0.743, 5.685, -0.382)
C (0.349, 6.111, 0.363)
C (1.234, 5.196, 0.913)
C (1.058, 3.833, 0.730)
C (1.988, 2.847, 1.360)
C (-0.028, 3.424, -0.069)
N (-0.217, 2.116, -0.425)
H (-2.721, 4.701, -1.770)
H (-2.803, 3.239, -0.782)
H (-1.829, 3.255, -2.251)
H (-1.437, 6.409, -0.788)
H (0.509, 7.169, 0.521)
H (2.071, 5.543, 1.504)
H (2.880, 3.347, 1.733)
H (2.302, 2.084, 0.644)
H (1.507, 2.338, 2.199)

Calculated values
Kohn-Sham gap (eV): 6.4200
E_LUMO (eV): -6.6
DFT total energy (eV): -81632.59852
HOMO (eV): -13.01
Total charge: +2

These are the Mulliken partial charges, in e, on atoms 1 to 2: atom 1 (Os): 2.363, atom 2 (O): -0.759